Entry 1:
{"formula": "C23H36Cl8O15", "method": "ωB97M-V with the def2-TZVPD basis set", "energy_ha": -5708.05807, "de_lowest_kcal_mol": 87.88, "charge": 0, "e_lumo_ev": -0.3, "multiplicity": 1, "symbols": ["O", "H", "H", "C", "H", "C", "C", "O", "O", "Cl", "Cl", "C", "O", "H", "H", "Cl", "H", "C", "H", "O", "C", "H", "O", "O", "C", "C", "Cl", "C", "H", "O", "H", "C", "H", "O", "C", "H", "C", "H", "C", "H", "C", "C", "C", "Cl", "H", "O", "H", "O", "C", "H", "H", "Cl", "H", "H", "H", "H", "H", "C", "Cl", "H", "H", "C", "H", "H", "O", "O", "H", "Cl", "H", "O", "H", "H", "O", "C", "C", "H", "H", "C", "H", "H", "H", "C"], "xyz": [[-1.9997, 6.4323, -1.0651], [-3.7071, 9.8299, -2.7093], [-4.8527, 2.8682, 3.0620], [-5.5695, 4.2308, 5.5916], [4.3548, 5.6885, -2.4641], [5.2615, 5.7045, -3.0688], [-8.7009, 1.2644, -2.2380], [-5.0510, 4.5281, 4.4314], [-6.4228, 4.8281, 6.2018], [4.7264, 6.4127, -4.6314], [-2.2479, -2.4490, -0.2284], [-4.3737, 3.3699, 3.9028], [-7.9374, 1.9693, -3.1941], [5.2763, 1.8719, 4.6439], [-4.0711, 10.0364, -0.9451], [0.9026, -1.8257, -0.5402], [-3.3634, 3.6462, 3.6010], [-1.0350, -10.0869, -1.8083], [2.9842, -6.7818, 1.6310], [-4.1276, 7.0949, -1.3045], [8.3511, -2.4918, -1.5878], [0.0163, -0.0197, -1.8139], [1.7668, -8.3318, 3.9051], [8.9980, -2.5974, -2.8695], [-8.6648, 2.7308, -4.0428], [3.2764, 0.6271, 4.7884], [3.6961, 2.9536, 3.2884], [3.2714, -7.2098, 2.5914], [5.9992, 6.3851, -2.6438], [-9.9083, 2.6490, -3.6809], [10.0833, -3.0762, -0.4495], [-1.5446, -1.5088, -1.5624], [-0.7212, -0.0769, -0.2528], [-8.1541, 3.5627, -4.8134], [4.4105, 1.5477, 4.0665], [-3.2249, 2.5477, 5.4624], [2.7262, -9.1008, 3.5148], [2.3816, -6.4738, 4.4749], [9.5665, -2.1506, -0.7030], [-1.0182, -7.8455, -1.5913], [-2.8504, 7.3486, -1.2315], [-4.2603, 2.4839, 5.1277], [2.0933, -7.0010, 3.5655], [4.0559, -0.7992, 5.4015], [2.4530, 0.3168, 4.1451], [10.3257, -1.3766, -1.6501], [-5.1989, 8.0959, -2.7723], [-2.5900, 8.6444, -1.4100], [-1.3404, -8.6219, -2.2851], [0.0337, -10.2503, -1.9470], [-2.2660, -0.8464, -2.0409], [-3.0670, -8.3027, -2.5207], [-5.6234, 8.4759, -1.1448], [-1.1614, -2.2029, -2.3103], [7.5107, -1.8031, -1.5018], [-1.2707, -10.3593, -0.7795], [-10.5360, 0.7865, -3.3337], [10.0441, -1.7600, -2.9160], [4.9379, 3.1597, -3.8973], [7.9979, -3.5169, -1.4759], [4.1543, -6.7683, 3.0536], [-4.7729, 8.2200, -1.7767], [-0.8520, -8.4858, -3.2500], [6.8350, 4.5381, -3.9630], [10.5383, -1.3117, -3.9567], [3.4600, -8.5446, 2.6027], [-8.5259, 1.5911, -1.2130], [-1.7164, -11.1704, -2.9845], [2.8457, 1.1003, 5.6709], [2.8241, -10.2354, 3.9186], [6.4620, 4.0626, -2.2948], [-4.4120, 1.4263, 4.9122], [-5.1872, 2.9900, 5.9870], [-10.1270, 1.6044, -2.7406], [6.0343, 4.4134, -3.2340], [1.2730, -6.5110, 3.0409], [4.8392, 0.9287, 3.2784], [-0.3938, -0.7104, -1.0771], [9.2361, -1.7482, 0.2547], [-8.4979, 0.2289, -2.5111], [-10.8427, 1.8189, -1.9471], [-3.8158, 9.3385, -1.7425]], "forces_ev_per_angstrom": [[-2.8, 3.8, -0.3], [0.2, 0.1, 0.2], [-0.6, 0.6, 0.1], [-2.9, -0.5, 2.0], [0.3, -0.4, 0.1], [0.6, 0.5, 0.0], [-1.3, -0.2, -1.7], [0.7, 0.2, -1.8], [1.5, 0.0, -0.8], [0.2, -0.2, 0.1], [-0.3, 0.1, -0.2], [1.0, -0.1, -0.1], [1.8, 0.3, -0.5], [-0.6, -0.1, 0.7], [0.4, 0.2, -0.2], [0.1, 0.4, 0.0], [-0.3, 0.3, -0.3], [0.8, 1.5, -0.5], [0.6, -0.3, -0.2], [-0.9, -1.0, 0.1], [1.0, -1.7, 0.2], [0.0, -0.4, -0.3], [-2.0, 1.8, 1.1], [-0.7, 0.4, -0.7], [3.3, 3.4, -0.3], [1.1, 2.0, -0.2], [-0.3, 0.4, -0.1], [-0.4, 3.1, 1.0], [-0.3, 0.4, 0.1], [-2.6, 0.6, -0.1], [0.4, 0.1, -0.2], [0.2, -0.3, -0.9], [0.3, -0.2, 0.3], [-1.9, -3.1, 1.8], [-1.2, -1.8, 0.0], [0.0, 0.2, 0.8], [-0.4, -4.8, 1.3], [-0.2, 0.2, -0.1], [-1.4, -1.3, -1.0], [0.3, -0.3, 0.1], [4.6, -3.9, 0.5], [1.7, -1.1, -1.5], [0.0, 0.6, -0.4], [0.6, -1.1, 0.3], [0.4, 0.3, -0.4], [0.9, 0.6, 1.0], [0.2, -0.6, -0.1], [0.4, 0.5, -0.1], [0.3, -0.8, 0.6], [0.1, 0.3, 0.3], [-0.3, -0.2, 0.3], [-0.3, 0.0, 0.0], [-0.1, -0.4, 0.2], [-0.4, -0.2, 0.0], [0.3, 0.3, -0.6], [-0.5, 0.2, -0.2], [-0.1, -0.2, 0.2], [0.1, 1.8, -2.5], [0.2, -0.3, 0.2], [-0.3, 0.2, 0.7], [0.2, 0.5, -0.7], [-3.3, 0.8, -0.6], [-0.1, 0.0, 0.1], [-0.1, 0.1, 0.1], [-1.0, -1.6, 3.5], [2.0, -1.8, -1.9], [0.4, -0.2, -0.2], [-0.7, -1.0, -0.4], [0.1, 0.4, -0.3], [0.5, 0.8, -0.6], [-0.2, 0.0, 0.0], [-0.4, 0.0, 0.1], [-0.7, 0.3, 1.6], [0.1, -1.1, -0.1], [-0.8, -0.1, -0.6], [-0.2, -0.1, 0.4], [-0.2, 0.0, -0.1], [0.4, 0.7, 0.7], [0.6, 1.1, -0.4], [0.0, -0.2, 1.2], [0.1, 0.7, -0.3], [1.3, 0.4, 0.3]]}

Entry 2:
{"formula": "C33H83FNO25S9", "method": "ωB97M-V with the def2-TZVPD basis set", "energy_ha": -6926.11638, "charge": 1, "e_lumo_ev": -2.8, "multiplicity": 1, "symbols": ["H", "H", "C", "C", "S", "C", "H", "S", "O", "O", "H", "H", "H", "H", "C", "H", "H", "H", "C", "C", "H", "S", "C", "H", "S", "H", "H", "H", "H", "H", "C", "C", "H", "C", "O", "H", "H", "H", "H", "H", "H", "H", "H", "O", "H", "C", "C", "C", "H", "H", "C", "H", "H", "H", "H", "S", "O", "H", "H", "C", "O", "C", "C", "C", "H", "S", "H", "H", "H", "C", "O", "H", "F", "O", "O", "N", "C", "H", "H", "O", "H", "O", "O", "H", "H", "H", "H", "H", "H", "H", "H", "H", "C", "H", "H", "H", "C", "H", "H", "C", "C", "H", "S", "O", "H", "H", "H", "O", "O", "H", "H", "O", "H", "C", "O", "H", "H", "H", "H", "H", "C", "O", "O", "S", "H", "C", "O", "H", "H", "O", "C", "H", "C", "H", "H", "O", "H", "C", "O", "H", "C", "H", "O", "H", "C", "H", "O", "C", "H", "S", "H", "H"], "xyz": [[11.5632, -1.3865, -6.6865], [-9.1738, -5.0199, 6.5740], [6.8648, 1.0839, -2.9090], [-5.8228, 9.6266, 4.8505], [-3.1123, 6.9720, -3.7794], [-0.6664, -0.1630, 6.2570], [-3.2147, 8.7353, 0.4944], [4.5135, -3.8962, -4.5615], [-0.3119, -2.3139, 4.8405], [10.5230, -2.1535, -5.1248], [-3.9598, 1.0607, -4.0265], [-5.9093, -6.8742, 11.0117], [4.7620, -1.7299, -2.8201], [6.4872, -4.2309, -5.7975], [-0.1771, -1.5418, 1.5271], [-4.5140, 7.6580, -0.0876], [-2.7417, 2.6115, 0.4519], [-3.0735, -3.6767, 7.6544], [-4.0364, 9.3907, -3.7178], [-2.6957, -3.4779, 6.6578], [-2.7792, 6.2720, -5.9976], [10.0913, -2.0168, -3.6007], [5.6457, -4.8549, -5.5091], [-4.1510, 10.6279, -1.9597], [-0.3318, 2.3944, 0.3888], [1.4579, -6.6225, -4.2218], [-1.0871, -4.9093, 6.7520], [-5.0905, 11.1127, 3.4532], [-2.3072, -8.8840, -3.3188], [-6.0865, 10.3383, 5.6325], [-2.0110, 3.8916, -1.2118], [3.9473, 1.0417, -0.3130], [-7.8545, -6.1827, 6.7097], [-7.8184, -4.6025, 8.1911], [4.2678, -2.6513, -5.2209], [-1.0878, 3.7693, -1.7602], [-4.9983, 4.2922, -2.0839], [-4.9318, -5.3720, 10.9470], [-1.9163, 4.0476, 0.9569], [3.2497, 3.0786, -0.4689], [-1.8193, 0.5636, 0.8340], [-4.3575, 4.2224, -0.4817], [-1.2549, 6.7815, -5.2019], [-1.8238, -2.3219, 6.7853], [-3.5711, 2.7385, -4.3976], [-4.0030, 8.0497, 0.7900], [8.6075, -2.9591, -3.7021], [-4.4443, 3.6575, -1.4031], [0.3627, -2.0998, 2.2723], [13.0449, -1.6744, -4.0252], [1.5222, -7.5666, -3.6857], [11.4107, -0.2806, -5.3306], [5.1102, -5.2003, -6.3908], [-0.2064, 0.4437, 5.4797], [-4.8739, 1.7326, -0.4451], [6.3304, 1.4411, -1.2727], [-2.3086, 6.9471, -2.5890], [-8.5350, -3.9664, 8.7065], [-1.4558, 0.3930, 6.7548], [-2.9062, 2.0931, -2.4749], [-2.5190, -1.1787, 4.7198], [-1.9243, 3.2710, 0.2054], [-4.7452, 10.2090, 3.9573], [0.1074, -0.0774, 1.6282], [-4.2449, -6.9188, 10.3752], [-0.0608, -9.5351, -3.0702], [5.9141, -2.4597, -1.7087], [-2.2814, 1.5574, -4.3829], [-3.8773, 10.4812, 4.5542], [3.6617, 2.4067, 0.2864], [11.0229, -2.7153, -2.7766], [13.1168, -2.8327, -5.3441], [1.4109, 0.1479, 1.2391], [-6.0479, -7.2696, 8.2174], [-4.4374, 6.4316, -3.7743], [-3.1099, 3.4215, -2.0186], [-5.2962, 2.4242, -1.1616], [5.9708, -5.7039, -4.9128], [6.7202, 0.0259, -3.1086], [-3.1515, 8.4435, -4.3603], [2.6538, -8.5956, -5.2054], [4.7752, 1.1178, -1.4828], [-0.0580, -9.1352, -1.6968], [3.6402, -7.7246, -4.0105], [-7.1502, -3.9498, 7.6264], [-1.2411, -1.7131, 1.6208], [0.0882, -0.4939, 6.9654], [-3.4754, 9.0294, -1.6663], [13.7479, -1.1884, -5.5677], [8.2089, -3.0417, -2.6936], [-9.1792, -6.2419, 7.8617], [-1.9918, 5.2083, -4.7971], [3.9162, -3.1830, -1.4540], [7.9219, 1.3347, -2.9651], [-5.0337, 8.9575, -3.6291], [-0.6143, 0.1868, -0.3470], [-1.9636, -4.6983, 6.1391], [-5.4791, 8.7011, 5.3128], [-2.1450, 4.9565, -1.0937], [-1.7193, -9.7453, -3.6226], [2.7454, -8.3317, -4.1515], [3.0068, -3.3446, -2.0319], [-5.7347, -6.0213, 8.8338], [0.7142, -10.6541, -3.5029], [-5.5716, 1.9275, -2.0776], [-6.7251, 9.3952, 4.2867], [1.5816, -7.3334, -2.6213], [0.2939, -8.2691, -3.9682], [6.4850, 2.8391, -1.0237], [4.1897, -4.1363, -1.0022], [8.8432, -3.9468, -4.0899], [3.4273, -4.7329, -4.1576], [-4.1109, 10.2365, -4.3971], [-0.7635, 0.6358, 0.6225], [5.4640, -3.6308, -3.3110], [-0.0615, 0.2959, 2.6302], [0.2772, 2.8386, 1.5092], [6.2970, 1.6963, -3.6050], [-1.6184, -4.5540, 5.1157], [-2.4958, 10.2408, -2.4711], [-5.1496, -6.3215, 10.4659], [9.7648, -0.6475, -3.3379], [6.8715, 0.4739, -0.3697], [-5.1995, 8.9205, 1.7438], [3.0183, 0.5780, -0.6390], [12.9585, -1.7811, -5.1055], [-2.4761, 1.2256, -1.7772], [-2.6269, -5.5622, 6.1543], [2.8728, -9.2582, -3.5936], [-4.8681, -5.0869, 8.1753], [11.6020, -1.3203, -5.6012], [4.4020, 0.3744, 0.4221], [-2.1895, 6.2389, -5.0858], [7.9014, -2.4417, -4.3468], [-6.2294, 2.7649, -0.7319], [-5.5445, 10.1350, 1.0753], [-3.5515, -3.2291, 6.0296], [-3.5094, 9.8507, -2.3749], [-6.2106, 7.9990, 2.1559], [4.5684, 2.8699, 0.6714], [-8.5501, -5.5687, 7.2798], [3.6938, -2.4648, -0.6635], [-4.2597, 9.2621, 2.9794], [-3.6074, 7.2310, 1.3860], [5.0416, -2.6642, -2.3281], [-2.0988, -10.6499, -3.1528], [-7.0784, -5.2724, 9.2324], [-3.2169, 1.8360, -3.9186], [-1.7159, -9.8585, -4.7034], [-1.3653, -1.5780, 5.4725], [2.9536, 2.3184, 1.1135], [0.0832, -1.8730, 0.5313]], "forces_ev_per_angstrom": [[-0.2, -0.1, 0.0], [0.0, 0.1, 0.1], [-0.1, 0.0, -0.1], [-0.1, -0.2, -0.2], [0.4, 0.2, -0.8], [0.0, 0.0, 0.0], [0.0, 0.0, 0.0], [0.6, -0.2, 0.0], [0.0, 0.1, -0.4], [-0.2, -0.1, 0.1], [0.0, -0.4, -0.1], [0.0, 0.0, 0.0], [0.0, -0.1, -0.1], [0.0, 0.0, 0.0], [-0.3, -0.1, -0.2], [-0.1, 0.0, 0.0], [0.0, -0.4, -0.1], [0.1, 0.3, 0.1], [-0.4, 0.5, 0.4], [-0.3, -0.7, -0.1], [0.0, 0.0, 0.0], [-0.2, -0.3, -0.4], [0.1, 0.0, 0.0], [0.0, 0.0, -0.1], [0.1, -0.3, -1.1], [-0.2, 0.0, 0.0], [0.0, 0.0, 0.0], [0.0, -0.1, -0.1], [0.0, 0.0, 0.0], [0.1, 0.0, 0.0], [-0.5, 0.0, 0.4], [-0.3, 0.0, 0.5], [0.0, 0.0, 0.0], [-0.4, 0.2, -0.5], [-0.2, 0.1, 0.1], [0.3, -0.1, -0.1], [-0.1, 0.3, -0.1], [0.0, 0.0, 0.0], [0.1, 0.2, 0.3], [0.0, 0.0, 0.0], [-0.2, 0.1, 0.3], [0.4, 0.1, 0.2], [0.0, 0.0, 0.0], [0.1, 0.2, -0.2], [-0.1, 0.2, -0.1], [0.1, -0.1, 0.0], [-0.1, 0.0, -0.1], [-0.5, 0.0, -1.0], [0.1, -0.2, 0.3], [0.0, 0.0, 0.0], [0.6, 0.2, 0.0], [-0.1, -0.1, 0.1], [-0.1, 0.0, 0.0], [0.0, 0.0, 0.0], [0.2, -0.3, 0.0], [0.1, -0.2, -0.5], [-0.2, -0.2, 0.2], [0.1, -0.1, 0.2], [0.0, 0.0, 0.0], [-0.9, 0.6, -1.2], [0.1, -0.1, -0.4], [0.6, 0.5, 0.3], [-0.3, 0.4, 0.5], [-0.7, -0.3, -0.4], [0.0, 0.0, -0.1], [-0.3, 0.3, -0.3], [0.2, -0.1, -0.2], [0.2, -0.4, -0.2], [0.2, -0.1, -0.2], [0.1, 0.2, 0.0], [0.1, 0.1, 0.2], [0.0, 0.0, -0.1], [0.7, 0.4, 0.2], [0.1, 0.0, -0.2], [-0.1, -0.1, 0.4], [0.3, 0.0, 0.5], [-0.1, 0.4, 0.4], [0.0, 0.0, 0.0], [0.0, 0.0, 0.0], [0.1, -0.2, 0.0], [0.0, 0.1, 0.0], [0.0, 0.0, -0.2], [0.2, -0.1, 0.1], [-0.1, 0.1, 0.0], [0.1, -0.1, 0.1], [-0.3, -0.2, 0.4], [0.0, 0.0, 0.0], [0.0, 0.0, 0.0], [-0.1, 0.0, -0.1], [0.1, 0.0, 0.0], [0.0, 0.1, 0.0], [0.0, 0.0, 0.1], [-0.2, -0.1, -0.2], [0.0, -0.1, 0.1], [0.1, -0.1, 0.0], [0.1, 0.1, -0.4], [0.2, 0.1, -0.2], [0.0, 0.0, 0.1], [0.0, 0.4, 0.0], [-0.1, 0.0, 0.0], [0.0, -0.3, 0.0], [0.0, 0.0, 0.0], [-0.3, 0.0, 0.6], [0.1, -0.1, 0.2], [0.1, -0.4, -0.3], [0.0, 0.0, 0.0], [-0.1, -0.1, 0.0], [-0.2, -0.1, 0.0], [0.0, 0.0, 0.2], [0.0, 0.0, 0.1], [0.0, 0.0, 0.0], [-0.3, 0.1, 0.0], [0.2, -0.2, -0.2], [0.1, 0.1, 0.3], [0.1, -0.1, -0.1], [0.2, 0.2, 0.3], [-0.6, -0.3, 0.3], [0.0, 0.0, 0.0], [0.0, 0.0, 0.0], [0.0, 0.1, 0.0], [0.0, 0.1, 0.1], [0.1, 0.2, 0.1], [-0.1, 0.0, 0.3], [0.5, -0.1, 0.1], [0.1, -0.1, -0.2], [-0.1, -0.1, 0.2], [1.1, -0.9, 1.2], [-0.1, 0.1, 0.1], [0.0, 0.0, 0.0], [0.0, 0.0, -0.2], [0.6, 0.3, -0.2], [0.1, 0.0, -0.1], [0.0, 0.0, -0.1], [0.0, 0.0, 0.0], [-0.3, 0.1, 0.1], [-0.2, 0.1, 0.0], [0.1, 0.2, 0.0], [0.2, -0.1, 0.0], [-0.2, 0.0, -0.1], [0.0, 0.0, 0.0], [0.2, -0.2, 0.0], [0.1, 0.0, 0.0], [0.1, -0.2, -0.1], [0.0, 0.0, 0.0], [-0.3, 0.4, 0.5], [0.1, 0.0, 0.0], [0.1, -0.1, 0.1], [-0.3, 0.7, 0.2], [0.0, 0.0, 0.0], [0.0, 0.1, 0.9], [0.0, -0.1, 0.0], [0.3, -0.2, -0.3]]}

Entry 3:
{"formula": "C17H21N3O3S", "method": "ωB97M-V with the def2-TZVPD basis set", "energy_ha": -1448.59442, "de_lowest_kcal_mol": 43.91, "charge": 0, "e_lumo_ev": 0.7, "multiplicity": 1, "symbols": ["C", "O", "C", "H", "C", "C", "C", "H", "C", "C", "C", "H", "C", "H", "H", "C", "H", "C", "O", "C", "H", "C", "O", "C", "H", "N", "H", "H", "H", "H", "C", "H", "C", "N", "H", "H", "N", "H", "H", "C", "S", "H", "H", "H", "H"], "xyz": [[1.2132, -1.9189, -3.5700], [1.2335, 1.2746, -1.4228], [-0.8570, 1.9753, 3.9221], [0.4606, 0.7107, 6.3655], [0.3070, 1.1305, -2.1992], [1.5165, -0.4437, -3.6266], [-1.4235, 1.7851, 2.6686], [1.9355, 1.3729, 5.6678], [-1.0066, 1.8875, -1.9819], [1.5657, -3.9642, -4.5040], [0.1707, -3.8209, -2.5845], [1.8936, -0.2004, -4.6246], [-0.8380, 0.8552, 1.8107], [0.5906, 2.4463, 6.0884], [0.3572, -1.5738, 0.9170], [-2.6207, 2.5839, 2.2695], [2.2866, -0.1965, -2.8887], [0.7704, -4.5991, -3.5634], [-3.0320, 0.6087, 0.3140], [0.8528, 1.4701, 5.6888], [-0.0584, -1.8157, -1.8374], [0.2728, 1.2764, 4.3221], [-1.0419, -0.4347, -0.5674], [0.8510, 0.3872, 3.4288], [-3.4878, 1.9343, 2.1718], [1.7796, -2.6600, -4.5135], [1.8937, -1.2023, 1.7213], [1.7454, -0.1448, 3.7189], [0.6226, -5.6673, -3.5983], [-0.4618, -4.2706, -1.8330], [0.3182, 0.1630, 2.1639], [-0.9620, 2.8521, -2.4978], [1.0197, -0.7737, 1.2365], [0.3699, 0.3796, -3.3098], [1.3371, -0.2419, 0.3404], [-1.3060, 2.6892, 4.5974], [-1.1891, 2.1195, -0.5644], [-2.4634, 3.0457, 1.2977], [-2.8291, 3.3516, 3.0109], [0.3932, -2.4540, -2.5809], [-1.6039, 0.6469, 0.2029], [-1.8644, 1.3177, -2.3393], [-0.4687, 0.2210, -3.8454], [2.0544, -4.5195, -5.2942], [-0.2970, 2.4172, -0.1778]], "forces_ev_per_angstrom": [[-0.2, 0.0, 0.1], [0.2, 0.1, 0.1], [0.1, -0.1, -0.1], [0.0, 0.0, 0.1], [-0.2, 0.3, -0.3], [0.3, 0.1, 0.0], [-0.1, 0.1, 0.2], [0.1, 0.0, 0.0], [0.1, -0.1, -0.1], [-0.1, -0.3, 0.0], [0.1, 0.0, -0.1], [0.0, -0.1, 0.2], [-0.2, 0.0, -0.5], [0.0, 0.1, 0.1], [0.1, -0.1, 0.0], [-0.3, 0.2, 0.2], [-0.1, 0.0, -0.2], [0.0, 0.1, 0.0], [0.0, 0.1, 0.2], [0.0, 0.0, 0.0], [0.0, 0.0, 0.0], [0.0, 0.0, -0.1], [0.2, 0.0, 0.3], [-0.2, 0.1, -0.1], [-0.1, 0.1, 0.0], [0.2, 0.4, -0.2], [0.0, 0.0, 0.1], [0.1, -0.1, 0.0], [0.0, -0.1, 0.0], [0.0, 0.0, 0.1], [0.2, -0.2, 0.1], [0.0, -0.1, 0.0], [0.2, -0.2, -0.1], [0.0, -0.2, -0.2], [0.1, -0.1, 0.0], [-0.1, 0.1, 0.0], [-0.2, -0.5, 0.7], [-0.1, 0.1, 0.0], [0.0, 0.1, 0.0], [0.1, -0.1, -0.1], [-0.2, 0.4, -0.2], [0.0, 0.1, -0.3], [0.0, 0.1, 0.1], [0.0, -0.1, 0.0], [0.1, 0.0, 0.1]]}

Q: What is the formula in the third record?
A: C17H21N3O3S